Molecular formula: C50H38N2O2PdS2Se
Method: DFT, ωB97M-V/def2-TZVPD

Geometry as XYZ:
```
96
Properties=species:S:1:pos:R:3:lowdin_spin:R:1
C -0.098 -0.556 4.560 0.002
H 2.061 -4.360 0.412 0.001
C 0.053 -4.253 -0.348 0.038
H 2.500 2.853 2.458 0.002
C 1.427 3.789 -0.187 0.146
H -2.046 3.013 -0.664 0.000
H -4.118 3.645 0.547 0.000
H 4.259 -1.004 1.943 0.000
C -1.114 -4.992 -0.533 0.031
C 2.760 6.083 -1.019 0.001
H -1.987 3.426 4.242 0.000
H 6.374 5.836 -2.357 0.002
Se 0.212 -2.476 -1.052 0.429
C 3.780 -0.440 3.946 0.001
O -0.077 1.942 -1.128 0.017
C 4.773 0.559 -0.039 0.037
C -2.711 -0.030 1.271 0.002
C -0.467 -0.425 2.184 0.053
H -1.758 -0.062 5.813 0.000
C -4.446 3.931 3.213 0.000
H 8.146 2.209 1.262 -0.001
C 4.912 3.171 0.817 0.017
C 2.849 1.913 2.859 0.006
C -1.823 -0.128 2.427 0.009
H 4.177 0.875 6.700 0.000
C 7.270 2.839 1.325 -0.006
H 0.072 2.803 3.025 0.000
H 3.308 -0.657 6.585 0.000
H 4.136 -1.377 4.356 0.000
C -2.784 -0.025 -1.047 0.000
C -0.877 2.900 1.113 0.004
C 3.392 0.955 2.009 0.023
C 5.002 4.418 1.454 0.052
H 2.917 8.175 -1.457 0.001
H -4.709 0.109 -1.987 0.000
H -5.907 0.136 0.195 0.000
H -0.351 4.957 -0.264 -0.002
C 0.720 4.965 -0.407 -0.005
H 6.871 0.642 -0.278 0.000
H 4.126 5.045 1.524 0.001
C -2.005 3.342 3.166 0.000
H -5.234 3.207 3.008 0.000
H 0.841 7.059 -0.808 0.007
H 5.269 8.043 -2.201 -0.002
C 4.746 7.156 -1.881 -0.015
N -2.095 -0.077 0.080 0.005
C 5.975 1.110 0.102 0.006
C -2.052 3.122 0.411 0.000
H -1.974 -4.534 -0.997 0.001
C 3.839 -0.236 2.576 0.003
H 1.827 -6.761 1.064 -0.001
S 2.314 -0.157 -0.123 0.033
C 1.378 6.125 -0.725 0.118
H 2.418 0.871 6.719 0.000
C 3.460 4.853 -0.918 0.040
C -3.202 3.462 1.091 0.000
H 4.653 -0.379 -0.564 0.004
H -4.602 0.052 2.287 0.000
H -4.807 4.906 2.889 0.000
H -3.288 0.335 3.930 0.000
C 2.821 3.698 -0.304 0.005
H 5.250 3.836 -1.528 0.001
C -1.133 -6.315 -0.131 -0.004
H 8.257 4.420 2.377 0.004
C 1.004 -6.220 0.614 -0.004
C -4.102 0.046 1.334 0.000
H 6.220 5.818 2.499 -0.002
S 0.534 2.272 0.175 0.065
H -2.202 -0.060 -1.964 0.000
Pd 0.090 -0.177 0.264 0.238
C -2.270 0.030 3.739 0.002
H 0.569 -0.749 5.386 0.000
C 7.328 4.068 1.951 0.060
C -3.191 3.572 2.478 -0.001
C 3.292 0.388 6.287 0.000
C 3.447 7.233 -1.457 0.023
C 1.136 -4.892 0.252 0.029
H -4.274 3.966 4.286 0.000
C 6.184 4.854 2.010 -0.007
C -4.830 0.092 0.161 0.000
C 2.802 1.710 4.224 0.000
C 3.515 1.206 0.520 0.046
C 5.379 5.911 -1.946 0.027
N -0.100 -6.926 0.427 0.032
O 1.868 0.128 -1.494 0.001
C -1.409 -0.177 4.798 0.001
C 0.371 -0.666 3.259 0.010
C -4.166 0.067 -1.057 0.000
C -0.846 3.001 2.491 0.000
H -2.015 -6.927 -0.271 -0.001
C 3.280 0.538 4.796 0.000
C 4.749 4.789 -1.471 -0.011
H 1.401 -0.956 3.100 0.001
C 6.079 2.378 0.781 0.047
C 3.655 2.691 0.254 0.379
H 2.400 2.484 4.864 0.000
```

Output
- 2S+1 = 3
- total charge = 0
- highest occupied orbital energy (spin up / spin down) (eV) = -6.96 / -7.29